{"formula": "H18O9", "method": "the ωB97M-V functional and the def2-TZVPD basis", "elements": ["O", "H", "H", "O", "H", "H", "O", "H", "H", "O", "H", "H", "O", "H", "H", "O", "H", "H", "O", "H", "H", "O", "H", "H", "O", "H", "H"], "coordinates": [[0.758, 1.963, -1.343], [0.547, 2.384, -2.187], [1.629, 2.303, -1.111], [2.592, -2.457, 2.150], [2.004, -2.828, 1.480], [3.439, -2.353, 1.701], [-0.527, -2.468, -2.581], [-0.167, -1.676, -3.000], [-0.493, -2.266, -1.636], [-0.657, -1.547, 3.780], [-0.093, -1.166, 3.086], [-1.477, -1.043, 3.717], [-2.424, 2.215, -0.706], [-1.650, 1.708, -0.974], [-2.096, 3.114, -0.575], [0.067, 0.286, -3.798], [-0.804, 0.678, -3.654], [0.151, 0.233, -4.757], [-1.699, 1.104, 1.918], [-2.014, 1.820, 1.352], [-1.210, 0.518, 1.319], [1.044, -0.031, 2.035], [1.262, 0.887, 2.233], [1.738, -0.556, 2.477], [-0.296, -0.473, -0.424], [0.066, 0.356, -0.797], [0.311, -0.704, 0.297]], "atomic_forces_ev_per_a": [[0.0, 0.5, -0.1], [0.1, -0.2, 0.0], [-0.1, -0.1, 0.1], [0.0, 0.1, -0.2], [0.1, 0.0, 0.1], [-0.1, -0.1, 0.1], [0.1, -0.2, 0.0], [-0.1, 0.0, 0.1], [-0.1, 0.2, -0.2], [0.1, -0.1, -0.2], [-0.4, 0.1, 0.4], [0.1, 0.0, 0.0], [0.0, 0.3, -0.1], [0.0, 0.0, 0.2], [0.0, -0.1, -0.1], [-0.1, 0.3, -0.1], [0.0, -0.2, 0.0], [0.0, 0.0, 0.1], [0.3, 0.0, 0.1], [-0.2, -0.3, -0.1], [-0.3, 0.1, 0.0], [0.8, -0.1, 0.2], [-0.3, 0.0, 0.1], [-0.1, -0.1, -0.3], [0.0, 0.2, 0.0], [0.2, -0.6, 0.2], [-0.1, 0.3, -0.1]], "mulliken_charge": [-0.607, 0.290, 0.248, -0.665, 0.329, 0.323, -0.651, 0.336, 0.335, -0.664, 0.369, 0.330, -0.678, 0.305, 0.336, -0.627, 0.339, 0.285, -0.640, 0.322, 0.354, -0.585, 0.236, 0.312, -0.635, 0.386, 0.317], "molar_mass_da": 162.14, "e_above_lowest_kcal_mol": 46.8, "lumo_ev": -0.332, "smiles": "O.O.O.O.O.O.O.O.O", "charge": 0, "largest_force_ha_per_bohr": 0.0160}

{"formula": "H18O9", "method": "the ωB97M-V functional and the def2-TZVPD basis", "elements": ["O", "H", "H", "H", "O", "H", "O", "H", "H", "O", "H", "H", "O", "H", "H", "O", "H", "H", "O", "H", "H", "O", "H", "H", "O", "H", "H"], "coordinates": [[0.864, -3.046, 0.808], [0.521, -2.065, 0.848], [1.742, -3.104, 1.346], [0.335, -3.669, 1.272], [-0.286, -0.685, 0.353], [0.013, 0.005, -0.173], [0.499, 2.786, -0.597], [0.599, 3.651, -0.355], [1.336, 2.388, -0.334], [-2.686, -0.880, 1.030], [-1.829, -0.747, 0.580], [-2.554, -0.756, 1.879], [0.906, 0.826, -2.544], [0.283, 0.456, -3.008], [0.743, 1.715, -2.214], [0.694, 0.876, 1.996], [0.553, 0.385, 1.303], [1.115, 0.163, 2.469], [-1.603, 2.579, 0.863], [-0.953, 2.281, 0.251], [-1.560, 1.671, 1.209], [-1.838, -1.338, -1.408], [-1.627, -1.038, -2.343], [-1.082, -0.871, -0.761], [2.309, -0.649, -0.657], [1.270, -0.619, -0.328], [2.249, -0.321, -1.480]], "atomic_forces_ev_per_a": [[3.6, 0.6, 1.2], [-1.0, 0.9, -1.0], [-1.5, 0.5, -1.6], [-1.9, -1.0, 0.5], [1.2, -2.8, 1.7], [0.7, 2.6, -1.6], [0.8, -3.5, -1.6], [0.0, 3.7, 1.0], [0.1, -0.3, 0.2], [-1.6, -1.1, -6.0], [-0.9, -0.1, 0.8], [1.0, 1.1, 6.5], [6.1, 2.5, 4.1], [-5.6, -2.5, -3.9], [-0.7, 0.0, -0.3], [2.0, 4.1, 6.3], [-2.0, -3.5, -6.2], [0.6, 0.2, 1.4], [-0.7, -1.4, 0.9], [1.2, 1.2, -1.8], [-1.3, 0.2, 1.4], [2.0, 1.6, -1.4], [-0.5, -0.6, 1.8], [-2.3, -2.2, -2.4], [-2.9, -1.9, 6.2], [4.2, -0.6, -1.4], [-0.3, 1.9, -4.8]], "mulliken_charge": [-0.407, 0.379, 0.477, 0.407, -0.970, -0.028, -0.675, 0.256, 0.339, -0.670, 0.251, 0.250, -0.601, 0.229, 0.353, -0.542, 0.324, 0.321, -0.667, 0.416, 0.306, -0.740, 0.249, 0.590, -0.696, 0.499, 0.351], "molar_mass_da": 162.14, "e_above_lowest_kcal_mol": 185.2, "lumo_ev": -1.474, "charge": 0, "largest_force_ha_per_bohr": 0.1522}

{"formula": "H18O9", "method": "the ωB97M-V functional and the def2-TZVPD basis", "elements": ["O", "H", "H", "O", "H", "H", "O", "H", "H", "O", "H", "H", "O", "H", "H", "O", "H", "H", "O", "H", "H", "O", "H", "H", "O", "H", "H"], "coordinates": [[-0.155, 3.250, 0.538], [0.122, 3.783, -0.208], [0.075, 3.773, 1.305], [1.381, 2.283, -2.519], [2.154, 2.533, -2.013], [0.981, 3.114, -2.772], [-2.263, 1.641, -0.492], [-1.537, 1.017, -0.496], [-1.901, 2.427, -0.082], [0.014, 0.097, 0.121], [0.724, 0.644, -0.214], [0.185, -0.770, -0.246], [-0.486, 1.019, 3.037], [-0.287, 0.102, 3.228], [-0.457, 1.078, 2.083], [-1.720, -3.271, 1.438], [-1.248, -2.461, 1.630], [-1.088, -3.966, 1.622], [-0.364, -1.578, -3.704], [0.197, -1.592, -2.928], [-0.213, -0.717, -4.094], [0.359, -1.557, 3.183], [0.369, -2.405, 3.626], [0.931, -1.676, 2.424], [1.145, -1.970, -1.525], [2.097, -1.900, -1.598], [0.986, -2.897, -1.345]], "atomic_forces_ev_per_a": [[-0.3, -0.4, -0.1], [0.2, 0.2, -0.3], [0.0, 0.2, 0.4], [-0.3, -0.3, 0.4], [0.4, 0.1, 0.0], [-0.1, 0.2, -0.3], [-1.7, 0.0, -0.3], [1.4, -1.4, 0.1], [0.6, 1.2, 0.7], [-0.6, 0.7, 0.6], [0.3, 0.3, -0.2], [0.1, -0.7, -0.5], [-0.5, 1.4, 0.2], [0.3, -1.5, 0.4], [0.1, 0.0, -0.9], [-0.1, 0.1, -0.2], [0.0, 0.3, 0.2], [0.0, -0.3, 0.0], [-0.4, 0.1, -0.3], [0.2, -0.1, 0.1], [0.0, 0.2, -0.3], [-0.1, 0.2, -0.3], [-0.1, -0.2, 0.4], [0.3, 0.1, -0.2], [0.1, 0.2, 0.8], [0.4, 0.1, -0.2], [-0.2, -0.5, -0.1]], "mulliken_spin": [0.000, 0.000, 0.000, 0.000, 0.000, 0.000, 0.618, -0.015, -0.013, -0.001, -0.001, -0.001, 0.430, -0.011, -0.008, 0.000, 0.000, 0.000, 0.001, 0.000, 0.000, 0.003, 0.000, 0.000, 0.000, 0.000, 0.000], "molar_mass_da": 162.14, "spin_multiplicity": 2, "e_above_lowest_kcal_mol": 14.7, "s2": 0.759, "lumo_ev": [-3.345, -10.586], "charge": 1, "largest_force_ha_per_bohr": 0.0389}

{"formula": "H18O9Pb", "method": "the ωB97M-V functional and the def2-TZVPD basis", "elements": ["Pb", "O", "H", "H", "O", "H", "H", "O", "H", "H", "O", "H", "H", "O", "H", "H", "O", "H", "H", "O", "H", "H", "O", "H", "H", "O", "H", "H"], "coordinates": [[31.233, 1.920, -25.523], [33.114, 3.943, -24.769], [34.046, 4.135, -24.934], [32.820, 4.675, -24.214], [28.482, 1.549, -24.511], [27.718, 1.298, -25.044], [28.234, 1.309, -23.610], [32.362, 0.346, -27.333], [32.079, 0.074, -28.214], [32.642, -0.470, -26.902], [29.414, 1.394, -27.439], [29.509, 0.863, -28.238], [28.473, 1.599, -27.400], [33.472, 0.758, -24.348], [34.359, 1.124, -24.448], [33.474, 0.371, -23.465], [29.639, 4.100, -25.274], [30.008, 4.915, -24.915], [28.864, 3.909, -24.729], [30.964, 2.295, -22.857], [31.320, 1.548, -22.360], [31.015, 3.036, -22.241], [31.928, 3.530, -27.543], [32.111, 4.407, -27.184], [32.615, 3.386, -28.205], [30.721, -0.591, -24.745], [29.800, -0.867, -24.666], [31.243, -1.372, -24.527]], "atomic_forces_ev_per_a": [[-0.2, 0.2, -0.2], [-0.1, 0.1, 0.0], [0.0, 0.0, -0.1], [0.1, 0.0, 0.1], [0.0, -0.1, -0.1], [0.0, 0.0, 0.0], [0.1, 0.1, 0.1], [-0.1, -0.1, 0.1], [0.1, 0.1, -0.1], [0.1, 0.0, 0.0], [-0.1, -0.1, 0.2], [0.1, 0.0, 0.0], [0.0, 0.2, -0.1], [-0.1, 0.0, 0.0], [0.0, 0.0, -0.1], [0.0, -0.1, 0.0], [0.3, -0.1, 0.2], [-0.1, 0.2, -0.1], [0.0, -0.1, -0.1], [0.0, -0.1, 0.1], [-0.1, 0.0, 0.1], [0.0, 0.1, 0.0], [0.1, -0.1, 0.2], [0.0, 0.1, -0.1], [0.0, -0.1, -0.1], [0.0, 0.0, 0.1], [0.0, 0.0, 0.0], [0.0, 0.0, 0.0]], "mulliken_charge": [1.749, -0.519, 0.272, 0.271, -0.491, 0.255, 0.283, -0.551, 0.276, 0.302, -0.491, 0.252, 0.257, -0.539, 0.263, 0.283, -0.558, 0.285, 0.293, -0.507, 0.266, 0.261, -0.531, 0.309, 0.295, -0.512, 0.255, 0.273], "molar_mass_da": 369.33, "e_above_lowest_kcal_mol": 0.0, "lumo_ev": -5.914, "charge": 2, "largest_force_ha_per_bohr": 0.0074}

{"formula": "H18O9Sr", "method": "the ωB97M-V functional and the def2-TZVPD basis", "elements": ["Sr", "O", "H", "H", "O", "H", "H", "O", "H", "H", "O", "H", "H", "O", "H", "H", "O", "H", "H", "O", "H", "H", "O", "H", "H", "O", "H", "H"], "coordinates": [[6.422, -22.386, 19.181], [7.172, -21.360, 17.739], [7.996, -21.212, 17.276], [6.803, -20.485, 17.860], [7.839, -23.263, 18.514], [7.797, -24.180, 18.784], [8.754, -23.015, 18.646], [4.813, -21.753, 18.635], [4.576, -20.969, 18.139], [3.995, -22.031, 19.047], [5.441, -23.898, 19.155], [5.554, -24.799, 19.458], [4.598, -23.901, 18.702], [5.555, -22.047, 20.742], [5.243, -21.255, 21.179], [5.278, -22.763, 21.314], [7.084, -23.444, 20.460], [7.263, -24.350, 20.205], [7.131, -23.450, 21.416], [7.939, -21.553, 19.689], [7.854, -20.953, 20.431], [8.776, -21.994, 19.834], [6.080, -23.057, 17.521], [5.177, -23.010, 17.209], [6.610, -22.800, 16.766], [6.231, -20.468, 19.347], [5.411, -20.020, 19.140], [6.914, -19.837, 19.118]], "atomic_forces_ev_per_a": [[-3.0, 7.4, -0.6], [5.6, 7.5, -10.8], [0.6, 0.2, -0.8], [0.5, -0.2, -1.6], [15.4, -9.4, -7.0], [0.8, -0.7, -1.4], [1.1, -1.0, -0.9], [-16.2, 5.3, -4.9], [-1.3, 0.2, -1.1], [-1.1, 0.2, 0.2], [-10.4, -15.2, 2.8], [-0.9, -1.2, 0.2], [-0.5, -1.0, -0.3], [-8.1, 3.3, 14.7], [-0.5, 0.5, 0.8], [-0.6, -0.2, 0.8], [6.5, -11.3, 13.7], [0.5, -0.8, 1.2], [0.4, -0.5, 1.1], [15.4, 8.0, 7.1], [0.6, 0.5, 0.7], [0.9, 0.6, 0.8], [-3.7, -6.7, -17.6], [-0.1, -0.4, -1.0], [-0.2, -0.4, -0.7], [-2.0, 12.9, 2.8], [-0.2, 1.1, 0.8], [0.5, 1.3, 1.1]], "mulliken_charge": [1.013, -0.437, 0.337, 0.329, -0.620, 0.486, 0.344, -0.497, 0.331, 0.317, -0.523, 0.373, 0.306, -0.523, 0.304, 0.351, -0.584, 0.193, 0.294, -0.607, 0.401, 0.278, -0.755, 0.424, 0.398, -0.683, 0.326, 0.426], "molar_mass_da": 249.76, "e_above_lowest_kcal_mol": 989.2, "lumo_ev": -7.066, "charge": 2, "largest_force_ha_per_bohr": 0.3768}

{"formula": "H18O9Xe", "method": "the ωB97M-V functional and the def2-TZVPD basis", "elements": ["Xe", "O", "H", "H", "O", "H", "H", "O", "H", "H", "O", "H", "H", "O", "H", "H", "O", "H", "H", "O", "H", "H", "O", "H", "H", "O", "H", "H"], "coordinates": [[-0.481, 0.778, 0.340], [0.028, -2.306, -1.347], [0.486, -1.578, -1.767], [-0.728, -2.472, -1.911], [-2.156, -1.114, 2.907], [-2.735, -0.512, 2.440], [-2.010, -1.832, 2.291], [-0.428, 0.897, 3.876], [-0.648, 0.795, 4.802], [-1.019, 0.298, 3.421], [-3.103, -1.727, -0.670], [-3.361, -0.933, -0.200], [-2.627, -2.245, -0.021], [-0.581, 4.335, -0.766], [0.355, 4.147, -0.844], [-0.916, 4.259, -1.659], [2.730, -2.449, 1.672], [2.020, -2.710, 2.259], [2.554, -1.529, 1.476], [3.122, 0.295, 1.059], [2.857, 0.519, 1.951], [4.073, 0.198, 1.109], [0.975, -0.180, -3.057], [1.206, -0.443, -3.948], [1.794, 0.146, -2.683], [-0.366, 2.147, -3.690], [-1.231, 1.740, -3.746], [0.189, 1.476, -3.293]], "atomic_forces_ev_per_a": [[0.0, 0.1, -0.1], [0.0, -0.5, 0.4], [0.1, 0.3, -0.2], [-0.2, 0.0, -0.1], [-0.1, 0.0, 0.2], [-0.3, 0.2, -0.1], [0.2, -0.2, -0.1], [0.4, 0.5, 0.1], [0.0, 0.0, 0.2], [-0.1, -0.5, -0.1], [-0.2, -0.1, -0.2], [-0.1, 0.3, 0.0], [0.3, -0.2, 0.0], [-0.2, 0.1, 0.3], [0.2, -0.1, 0.0], [-0.1, -0.1, -0.3], [0.1, -0.4, 0.2], [-0.1, -0.2, 0.1], [0.0, 0.4, -0.3], [-0.2, 0.0, -0.3], [-0.2, 0.3, 0.3], [0.3, -0.1, 0.0], [0.0, 0.0, 0.2], [0.0, -0.2, -0.4], [0.4, 0.1, 0.3], [-0.2, 0.8, -0.2], [-0.2, -0.1, 0.0], [0.1, -0.4, 0.1]], "mulliken_charge": [0.031, -0.575, 0.352, 0.293, -0.645, 0.308, 0.276, -0.610, 0.288, 0.358, -0.579, 0.265, 0.308, -0.622, 0.296, 0.324, -0.624, 0.307, 0.345, -0.683, 0.347, 0.304, -0.792, 0.329, 0.349, -0.640, 0.302, 0.388], "molar_mass_da": 293.43, "e_above_lowest_kcal_mol": 23.7, "lumo_ev": 0.023, "charge": 0, "largest_force_ha_per_bohr": 0.0164}

{"formula": "H18O9Xe", "method": "the ωB97M-V functional and the def2-TZVPD basis", "elements": ["Xe", "O", "H", "H", "O", "H", "H", "O", "H", "H", "O", "H", "H", "O", "H", "H", "O", "H", "H", "O", "H", "H", "O", "H", "H", "O", "H", "H"], "coordinates": [[0.561, 0.778, -0.883], [0.589, -3.372, 0.377], [0.222, -3.850, 1.121], [1.142, -2.699, 0.774], [3.403, -1.567, -1.811], [3.159, -1.547, -0.886], [2.627, -1.907, -2.257], [-3.145, 1.653, -1.282], [-3.134, 1.463, -2.220], [-4.042, 1.936, -1.106], [2.730, -1.706, 1.024], [2.582, -0.870, 1.466], [3.413, -2.134, 1.541], [-0.993, -2.573, -1.564], [-0.319, -2.407, -2.223], [-0.505, -2.822, -0.780], [-1.780, 3.952, -0.201], [-2.219, 3.233, -0.654], [-1.234, 4.361, -0.873], [-3.248, -1.083, -0.713], [-3.038, -0.150, -0.755], [-2.526, -1.512, -1.173], [1.786, 0.833, 2.326], [1.552, 0.624, 3.230], [2.709, 1.086, 2.369], [0.028, 3.728, 1.932], [-0.676, 3.722, 1.284], [0.356, 2.829, 1.938]], "atomic_forces_ev_per_a": [[-0.1, 0.0, -0.1], [-0.2, -0.4, 0.1], [-0.2, -0.2, 0.1], [0.6, 0.5, 0.1], [0.3, 0.1, -0.4], [-0.1, 0.0, 0.5], [-0.1, -0.1, -0.1], [0.3, 0.4, 0.1], [0.1, -0.1, -0.4], [-0.4, 0.0, 0.2], [0.0, -0.2, -0.1], [-0.5, 0.7, 0.2], [0.3, -0.3, 0.0], [-0.7, 0.4, -1.0], [0.0, 0.0, -0.2], [0.4, -0.3, 0.7], [0.0, 0.4, 0.2], [-0.2, -0.6, -0.2], [0.2, 0.2, -0.1], [-0.5, -0.1, 0.2], [0.0, 0.3, 0.1], [0.5, -0.5, -0.2], [0.0, -0.3, -0.3], [-0.2, 0.0, 0.4], [0.3, 0.4, 0.0], [0.5, 0.1, 0.5], [-0.5, 0.1, -0.5], [0.2, -0.3, 0.0]], "mulliken_charge": [0.011, -0.678, 0.319, 0.356, -0.633, 0.352, 0.308, -0.780, 0.345, 0.326, -0.685, 0.360, 0.298, -0.661, 0.261, 0.419, -0.699, 0.381, 0.324, -0.644, 0.359, 0.360, -0.684, 0.316, 0.320, -0.637, 0.395, 0.291], "molar_mass_da": 293.43, "e_above_lowest_kcal_mol": 5.1, "lumo_ev": -0.222, "charge": 0, "largest_force_ha_per_bohr": 0.0242}

{"formula": "H19O10", "method": "the ωB97M-V functional and the def2-TZVPD basis", "elements": ["O", "H", "H", "O", "H", "H", "O", "H", "H", "O", "H", "H", "O", "H", "H", "O", "H", "H", "O", "H", "H", "O", "H", "H", "O", "H", "O", "H", "H"], "coordinates": [[2.430, 2.319, -1.071], [2.268, 2.054, -1.930], [1.550, 1.963, -0.523], [3.432, -2.512, 1.433], [2.969, -1.680, 1.295], [3.261, -3.020, 0.682], [-0.868, -1.180, 0.801], [-1.450, -0.323, 0.188], [-1.360, -1.980, 0.973], [2.008, -0.570, 0.498], [-2.830, 0.107, -3.134], [1.161, -0.900, 0.261], [-2.242, -0.693, -3.121], [0.033, -2.760, 3.015], [1.531, -0.169, 1.361], [-2.061, 2.267, 1.782], [-2.316, 1.967, 2.687], [-2.185, 1.430, 1.163], [0.040, 2.160, 0.274], [-0.445, 2.431, 1.066], [-0.674, 1.867, -0.200], [0.875, -3.122, 2.640], [1.112, -2.445, 1.868], [-1.896, -0.484, -2.135], [-1.953, 0.638, -0.737], [-2.251, 1.473, -0.578], [0.366, 0.214, -2.856], [-0.121, 0.989, -3.319], [-0.383, -0.044, -2.384]], "atomic_forces_ev_per_a": [[-2.3, -0.2, 4.5], [-0.6, -1.1, -2.7], [3.1, 1.5, -1.9], [1.2, 0.3, 2.3], [0.0, 0.3, -0.5], [-0.4, -1.1, -1.8], [-0.4, 2.4, -1.1], [0.9, -1.7, 0.8], [-0.4, 0.0, -0.3], [-1.3, 2.2, 4.0], [0.6, -1.1, -0.3], [-1.7, -1.1, -1.7], [-0.1, 1.7, 2.8], [1.1, -0.3, -0.7], [2.2, -0.5, -2.4], [-1.1, -2.4, -0.2], [0.3, 0.2, -1.2], [0.3, 1.9, 1.9], [2.7, 1.7, 2.2], [0.7, 0.2, 0.4], [-2.2, -1.9, -2.7], [-0.5, 2.4, -1.7], [-0.8, -2.2, 2.5], [-1.6, -0.7, -2.5], [1.4, -4.1, 0.1], [-1.7, 3.4, 0.3], [0.7, 3.2, -2.5], [1.7, -1.8, 0.7], [-1.5, -1.2, 1.6]], "mulliken_charge": [-0.676, 0.267, 0.399, -0.665, 0.445, 0.274, -0.734, 0.387, 0.199, -0.760, 0.306, 0.306, -0.655, 0.302, 0.378, -0.740, 0.321, 0.384, -0.589, 0.444, 0.280, -0.648, 0.384, 0.383, -1.039, 0.146, -0.631, 0.352, 0.180], "molar_mass_da": 179.14, "e_above_lowest_kcal_mol": 73.3, "lumo_ev": 2.774, "charge": -1, "largest_force_ha_per_bohr": 0.0990}